The following is a quantum chemistry calculation of a structure of composition C4Br4O at a distorted geometry, from the OMol25 dataset.

XYZ file:
```
9
Properties=species:S:1:pos:R:3:nbo_charge:R:1
C -0.6337 -0.6816 -0.9515 -0.215
C 0.5898 -0.8406 0.2687 -0.087
C -0.7218 0.7038 -0.5440 0.444
C 0.3630 0.5814 0.5750 -0.300
O -1.3724 1.6467 -0.8760 -0.495
Br -1.3954 -1.8637 -2.0960 0.231
Br 1.6358 -2.1560 0.9124 0.285
Br 1.9177 1.7369 0.3285 0.078
Br -0.3829 0.8731 2.3828 0.059
```

ΔE to the lowest compared entry with this formula, charge and spin: 0.000 eV
highest occupied orbital energy (alpha / beta): -9.22 / -9.22 eV



The following is a quantum chemistry calculation of the molecule C4Cl2F6 at a distorted geometry, from the OMol25 dataset.

XYZ file:
```
12
Properties=species:S:1:pos:R:3:nbo_charge:R:1
C 1.1101 -0.2299 0.0354 0.327
C -0.1845 -1.0431 0.2850 0.568
C -1.7024 -0.7680 -0.3899 -0.179
C 1.0192 1.2521 0.3062 0.887
F 1.6474 -0.4640 -1.1784 -0.283
F 0.0639 -2.3225 -0.0596 -0.318
F -0.4301 -1.0282 1.6113 -0.318
F 0.3330 1.9101 -0.6646 -0.319
F 0.3646 1.5062 1.4477 -0.305
F 2.2136 1.8315 0.3873 -0.301
Cl -2.5836 0.5038 0.2296 0.125
Cl -1.8512 -1.1479 -2.0100 0.116
```

ΔE to the lowest compared entry with this formula, charge and spin: 1.787 eV
highest occupied orbital energy (alpha / beta): -10.72 / -9.11 eV



The following is a quantum chemistry calculation of the molecule C4Cl2F6 at a distorted geometry, from the OMol25 dataset.

XYZ file:
```
12
Properties=species:S:1:pos:R:3:nbo_charge:R:1
F -2.5790 0.4001 -0.0430 -0.355
C -1.4584 -0.3796 -0.4377 0.926
F -1.6848 -0.6915 -1.7273 -0.297
F -1.6397 -1.3808 0.3711 -0.278
C -0.2411 0.4470 -0.3280 0.216
F -0.0422 1.2325 -1.3486 -0.263
C 0.6467 0.6019 0.9550 0.655
F 1.1164 1.7999 1.1781 -0.284
F 0.2920 0.0734 2.1094 -0.281
C 1.4006 -0.3384 0.0223 -0.204
Cl 1.5386 -1.9926 0.3810 0.106
Cl 2.6510 0.2282 -1.1323 0.058
```

ΔE to the lowest compared entry with this formula, charge and spin: 0.821 eV
structure (SMILES): FC(F)(F)[C@@]1(F)C(F)(F)C1(Cl)Cl
highest occupied orbital energy: -10.22 eV



The following is a quantum chemistry calculation of a structure of composition C4F12KN2O8S4 at a distorted geometry, from the OMol25 dataset.

XYZ file:
```
31
Properties=species:S:1:pos:R:3:nbo_charge:R:1
K 13.8777 5.4969 -18.7622 0.975
C 12.0944 5.8022 -15.2198 0.723
F 12.3834 4.5651 -14.8371 -0.300
F 11.6024 6.4807 -14.1854 -0.309
F 13.2132 6.3820 -15.6603 -0.319
S 10.8613 5.7694 -16.6205 2.239
O 9.5858 5.4476 -16.0970 -0.914
O 11.0128 7.0436 -17.2583 -0.956
N 11.5530 4.6276 -17.5285 -1.298
S 10.7227 3.2489 -17.5317 2.243
O 10.7490 2.5431 -16.2944 -0.924
O 9.4719 3.2842 -18.2255 -0.920
C 11.8679 2.2519 -18.6163 0.715
F 11.1524 1.2733 -19.1752 -0.311
F 12.4470 2.9871 -19.5890 -0.348
F 12.8374 1.6802 -17.9115 -0.306
C 16.8130 2.9108 -16.7509 0.726
F 16.8871 2.0644 -15.7367 -0.301
F 17.9014 2.7420 -17.5096 -0.318
F 15.7469 2.6624 -17.5110 -0.323
S 16.7641 4.6545 -16.1277 2.232
O 16.2483 5.4028 -17.2406 -1.000
O 15.9881 4.6200 -14.9377 -0.918
N 18.3431 4.8354 -15.8335 -1.189
S 18.5348 6.2045 -15.0692 2.225
O 17.6835 7.2655 -15.5470 -0.959
O 18.6273 6.1576 -13.6419 -0.927
C 20.1947 6.7337 -15.6789 0.718
F 21.1535 5.8631 -15.4030 -0.314
F 20.1462 6.9720 -17.0025 -0.324
F 20.4933 7.8957 -15.1056 -0.317
```

ΔE to the lowest compared entry with this formula, charge and spin: 0.248 eV
net charge: -1
highest occupied orbital energy: -7.18 eV



The following is a quantum chemistry calculation of the molecule C4F9N at a distorted geometry, from the OMol25 dataset.

XYZ file:
```
14
Properties=species:S:1:pos:R:3:nbo_charge:R:1
F -3.1313 0.8653 0.9872 -0.265
C -2.1084 0.6306 0.2042 1.004
F -2.4098 0.9605 -1.0488 -0.282
N -1.0225 0.1002 0.6279 -0.543
C 0.0592 -0.1835 -0.2757 0.307
F -0.3832 -0.1615 -1.5650 -0.292
C 1.1766 0.8910 -0.1360 0.946
F 1.9702 0.8891 -1.2016 -0.291
F 1.9540 0.7131 0.9737 -0.310
F 0.6414 2.1413 0.0231 -0.318
C 0.7304 -1.4614 0.2093 0.943
F 0.3605 -1.8292 1.4283 -0.287
F 0.4401 -2.5369 -0.6177 -0.326
F 2.0196 -1.3258 0.2250 -0.286
```

ΔE to the lowest compared entry with this formula, charge and spin: 0.000 eV
structure (SMILES): FC(F)=NC(F)(C(F)(F)F)C(F)(F)F
highest occupied orbital energy: -12.28 eV



The following is a quantum chemistry calculation of a cluster of 2 separate species, C4FO3 in total at a distorted geometry, from the OMol25 dataset.

XYZ file:
```
8
Properties=species:S:1:pos:R:3:nbo_charge:R:1
C 1.5667 -0.2205 -0.5652 0.363
C -1.4821 0.6586 0.5277 -0.045
C 1.0507 -0.4127 0.5992 0.357
C -1.2601 -0.1347 -0.3981 0.312
O 2.2528 0.4946 -1.2555 -0.495
O 0.6109 -1.2045 1.4377 -0.476
O -1.1672 -1.2516 -0.9012 -0.636
F -1.5718 2.0707 0.5554 -0.379
```

ΔE to the lowest compared entry with this formula, charge and spin: 4.247 eV
net charge: -1
highest occupied orbital energy (alpha / beta): -3.38 / -3.58 eV



The following is a quantum chemistry calculation of the molecule C4H10, from the OMol25 dataset.

XYZ file:
```
14
Properties=species:S:1:pos:R:3:nbo_charge:R:1
C 0.3497 0.0917 -1.3994 -0.601
C 0.0621 0.4112 0.0688 -0.223
C 1.0288 -0.3574 0.9705 -0.601
C -1.4037 0.0852 0.4053 -0.610
H 0.3189 -0.9953 -1.5527 0.199
H -0.3972 0.5397 -2.0644 0.207
H 1.3398 0.4443 -1.7088 0.206
H 0.2272 1.4848 0.2295 0.191
H 0.9381 -0.0505 2.0187 0.207
H 2.0681 -0.2003 0.6601 0.205
H 0.8226 -1.4339 0.9186 0.199
H -2.0427 0.9738 0.3696 0.211
H -1.5074 -0.3593 1.4007 0.207
H -1.8044 -0.6339 -0.3165 0.203
```

ΔE to the lowest compared entry with this formula, charge and spin: 0.110 eV
structure (SMILES): CC(C)C
highest occupied orbital energy: -11.27 eV



The following is a quantum chemistry calculation of the molecule C4H10 at a distorted geometry, from the OMol25 dataset.

XYZ file:
```
14
Properties=species:S:1:pos:R:3:nbo_charge:R:1
C 1.0190 1.6150 0.1804 -0.625
C 0.7411 0.1769 0.0438 -0.437
C -0.6630 -0.2334 0.3032 -0.373
C -1.1004 -1.4872 -0.5587 -0.595
H 0.4025 2.2436 -0.6698 0.214
H 2.0935 1.9580 0.2747 0.221
H 0.8892 1.7972 1.2166 0.218
H 1.1631 -0.5755 0.8393 0.204
H 1.0542 -0.3107 -0.8718 0.199
H -1.4120 0.5700 0.1165 0.193
H -0.8413 -0.6613 1.4060 0.187
H -0.9494 -1.3881 -1.5780 0.196
H -2.1008 -1.8559 -0.3568 0.211
H -0.2791 -2.2050 -0.1884 0.188
```

ΔE to the lowest compared entry with this formula, charge and spin: 1.816 eV
structure (SMILES): CCCC
highest occupied orbital energy: -10.60 eV



The following is a quantum chemistry calculation of the ion C4H10BN3O2P with charge +1, from the OMol25 dataset.

XYZ file:
```
21
Properties=species:S:1:pos:R:3:nbo_charge:R:1
C -1.7763 -2.5217 1.9910 -1.042
B -0.7690 -2.4509 0.8280 1.161
O -0.1639 -3.5110 0.2314 -0.899
N -0.4434 -1.0680 0.2462 -0.391
C 0.6351 -0.6217 -0.3636 0.295
N 0.4623 0.6579 -0.6679 -0.590
P 1.6930 1.7256 -1.5120 1.296
C 0.6038 3.1478 -1.6843 -1.006
O 2.5102 2.2345 -0.2142 -0.962
C -0.8025 0.9510 -0.2175 0.191
N -1.3616 -0.0667 0.3407 -0.194
H -1.5526 -3.3802 2.6197 0.267
H -1.7573 -1.6066 2.5852 0.259
H -2.7977 -2.6143 1.6122 0.289
H 0.7614 -3.6617 0.4576 0.524
H 1.5128 -1.2026 -0.5990 0.250
H 0.1993 3.4928 -0.7331 0.253
H -0.2204 2.8596 -2.3400 0.254
H 1.1939 3.9338 -2.1495 0.280
H 3.3704 1.8007 -0.1326 0.517
H -1.2975 1.9017 -0.2983 0.247
```

ΔE to the lowest compared entry with this formula, charge and spin: 0.000 eV
structure (SMILES): CB(O)n1c[n+](P(C)O)cn1
net charge: +1
highest occupied orbital energy: -13.97 eV



The following is a quantum chemistry calculation of a cluster of 2 separate species, C4H10BNO in total at a distorted geometry, from the OMol25 dataset.

XYZ file:
```
17
Properties=species:S:1:pos:R:3:nbo_charge:R:1
C 3.0033 0.3766 0.1825 -0.611
C 1.6347 0.7125 0.6635 -0.086
C 0.7736 -0.1262 1.4904 -0.254
N 0.5216 0.0772 0.1138 -0.603
H 3.7525 0.9628 0.4966 0.210
H 2.9051 0.3676 -0.9299 0.216
H 3.2578 -0.6519 0.3885 0.205
H 1.5481 1.7253 1.0428 0.183
H 1.2177 -1.1022 1.7369 0.185
H 0.0455 0.3412 2.1916 0.192
H -0.2833 0.6894 0.0181 0.364
C -3.1513 -1.0266 -1.2937 -1.092
B -2.8364 0.4312 -1.0461 1.084
O -2.7401 1.6057 -0.8791 -0.811
H -3.6392 -1.6434 -0.5235 0.274
H -2.1820 -1.5086 -1.5137 0.272
H -3.8278 -1.2306 -2.1387 0.272
```

ΔE to the lowest compared entry with this formula, charge and spin: 1.421 eV
structure (SMILES): C[C@@H]1CN1.CB=O
highest occupied orbital energy: -9.50 eV



The following is a quantum chemistry calculation of a cluster of 2 separate species, C4H10Cl2N3 in total at a distorted geometry, from the OMol25 dataset.

XYZ file:
```
19
Properties=species:S:1:pos:R:3:nbo_charge:R:1
C 0.2318 1.2930 -0.2057 0.457
C -0.6884 -2.3746 -0.5650 -0.666
C -0.3836 2.3517 0.6802 -0.457
C -0.0018 -1.0712 -0.8362 0.586
N 1.1152 1.4546 -1.0336 -0.652
N 0.9906 -0.9587 -1.7008 -0.701
N -0.3919 0.0076 -0.2092 -0.608
Cl -1.9877 1.9214 1.3540 -0.014
Cl 0.3332 -0.5880 2.7047 -0.263
H -1.6697 -2.0254 -0.7905 0.257
H -0.2586 -3.1843 -1.2228 0.261
H -0.6467 -2.5250 0.5101 0.265
H 0.2301 2.4458 1.6691 0.287
H -0.6350 3.1612 0.0842 0.258
H 1.4738 2.4595 -1.0413 0.397
H 0.6882 -0.5351 3.8342 0.268
H 1.4520 -1.7829 -2.0680 0.432
H 1.2960 -0.0104 -1.7157 0.439
H -1.1474 -0.0390 0.5522 0.454
```

ΔE to the lowest compared entry with this formula, charge and spin: 0.100 eV
net charge: +1
highest occupied orbital energy: -14.73 eV



The following is a quantum chemistry calculation of the molecule C4H10ClN at a distorted geometry, from the OMol25 dataset.

XYZ file:
```
16
Properties=species:S:1:pos:R:3:nbo_charge:R:1
C 0.8600 1.3150 0.2801 -0.632
C 0.4424 0.0033 -0.4512 -0.079
N 1.5573 -0.6823 -0.9011 -0.817
C -0.4296 -0.9394 0.2455 -0.437
C -1.7223 -0.4023 0.7356 -0.303
Cl -2.5848 0.2634 -0.7566 -0.138
H 1.2295 1.0231 1.2544 0.201
H -0.1105 1.9765 0.3085 0.212
H 1.5882 1.8636 -0.4222 0.217
H -0.1984 0.4614 -1.2260 0.202
H 2.3976 -0.4303 -0.2197 0.347
H 1.7660 -0.3856 -1.7814 0.359
H -0.7039 -1.6651 -0.5257 0.224
H -0.0017 -1.5424 1.0156 0.218
H -1.7095 0.3339 1.5234 0.212
H -2.3804 -1.1927 0.9208 0.214
```

ΔE to the lowest compared entry with this formula, charge and spin: 1.310 eV
structure (SMILES): C[C@@H](N)CCCl
highest occupied orbital energy: -9.32 eV



The following is a quantum chemistry calculation of the molecule C4H10ClN at a distorted geometry, from the OMol25 dataset.

XYZ file:
```
16
Properties=species:S:1:pos:R:3:nbo_charge:R:1
C 0.6888 2.0572 -1.4576 -0.396
N 0.7221 0.7260 -1.0589 -0.472
C 0.5119 -0.1873 -2.1284 -0.423
C -0.0511 0.5399 0.0939 -0.233
C 0.3059 -0.6837 0.9140 -0.382
Cl -1.0378 -1.2316 1.9152 -0.052
H -0.2704 2.3126 -1.9686 0.161
H 1.4428 2.2386 -2.2306 0.198
H 0.9698 2.7767 -0.5901 0.205
H 0.9533 0.0798 -3.1788 0.226
H 0.7630 -1.2755 -1.7556 0.202
H -0.5981 -0.3223 -2.3562 0.164
H -1.1028 0.2608 -0.2080 0.161
H -0.1823 1.4275 0.7502 0.220
H 1.2168 -0.5130 1.5622 0.211
H 0.6626 -1.4871 0.2968 0.210
```

ΔE to the lowest compared entry with this formula, charge and spin: 1.524 eV
structure (SMILES): CN(C)CCCl
highest occupied orbital energy: -8.62 eV



The following is a quantum chemistry calculation of the molecule C4H10ClN at a distorted geometry, from the OMol25 dataset.

XYZ file:
```
16
Properties=species:S:1:pos:R:3:nbo_charge:R:1
C -1.2190 -1.5971 -0.1439 -0.612
C -0.7795 -0.3846 0.6904 -0.200
N 0.0175 0.5790 -0.3848 -0.436
C 0.2174 1.8246 0.3685 -0.437
C 1.1885 -0.0405 -0.9403 -0.159
Cl 2.5408 -0.4013 0.2984 -0.205
H -0.2249 -2.0278 -0.4052 0.195
H -1.7990 -2.2356 0.3906 0.213
H -1.6857 -1.4275 -1.1239 0.219
H -1.4081 0.2987 1.1169 0.195
H -0.0216 -0.6881 1.3089 0.190
H 0.8391 1.5849 1.2707 0.196
H 0.6819 2.6163 -0.3630 0.209
H -0.8637 2.2633 0.7644 0.201
H 0.8877 -1.0311 -1.2103 0.212
H 1.6286 0.6668 -1.6374 0.218
```

ΔE to the lowest compared entry with this formula, charge and spin: 1.951 eV
structure (SMILES): CCN(C)CCl
highest occupied orbital energy: -9.17 eV